# 1
Here is C11H19BCl3NOV as an isolated structure from the OMol25 dataset. Energies are from ωB97M-V/def2-TZVPD.

```
37
Properties=species:S:1:pos:R:3:forces:R:3
C -0.352724 0.962353 -2.207804 0.291 0.370 0.192
C -1.197732 -0.129008 -1.891419 1.288 -0.872 -0.011
C -0.372116 -1.286759 -1.768456 -0.089 0.535 0.022
C -2.671676 -0.156900 -1.906138 -0.454 0.428 -0.459
C 0.987464 -0.898591 -1.985460 -0.431 0.545 0.425
C 0.999983 0.529046 -2.173111 -0.487 -0.766 -0.526
C 2.214529 1.330411 -2.472347 -0.009 1.320 -0.544
C -0.858895 2.315235 -2.610059 0.101 -0.091 0.375
C -0.904789 -2.665431 -1.541149 -0.182 0.338 -0.278
C 2.164949 -1.814413 -2.026555 0.128 -0.133 0.091
V 0.323841 0.156522 -0.024612 -2.840 1.248 1.006
Cl -3.681435 -0.088177 1.676928 -0.497 -0.180 -0.347
Cl -0.617654 2.341046 0.464420 -0.671 0.445 -0.783
Cl 1.120523 -1.746153 0.872055 0.809 -1.317 0.224
H -3.125598 0.785656 -1.572556 0.141 -0.349 0.055
H -3.063847 -0.958700 -1.294434 -0.165 0.032 0.231
H -2.954452 -0.337115 -2.961599 -0.198 0.058 0.289
H -1.769759 -2.633146 -0.874217 0.157 -0.068 0.032
H -0.161914 -3.339519 -1.129301 0.074 -0.018 0.044
H -1.245333 -3.023138 -2.517781 -0.055 -0.340 0.034
H 1.998727 -2.688606 -1.405553 -0.131 -0.020 0.127
H 3.046523 -1.328273 -1.610813 0.101 0.023 -0.114
H 2.387035 -2.186157 -3.033508 -0.047 0.285 -0.106
H 3.076441 0.903237 -1.990309 0.474 -0.301 0.033
H 2.168661 2.384465 -2.109896 -0.296 -0.660 -0.075
H 2.401079 1.428685 -3.567512 -0.017 -0.271 0.582
H -1.775567 2.504460 -2.049965 0.109 0.234 -0.102
H -1.080321 2.348182 -3.684777 0.069 -0.118 0.040
H -0.137859 3.102184 -2.366974 -0.182 -0.122 -0.023
O 1.630496 1.039284 0.684624 4.135 0.737 -0.805
H 2.083822 1.800612 0.223393 -1.318 -0.922 0.875
B -0.000224 0.237773 4.623673 0.486 1.234 2.107
C -0.285028 0.193430 3.147377 -0.992 -1.007 -4.992
N -0.528360 0.041983 1.996973 1.089 0.635 2.863
H 1.025921 -0.270883 5.008945 0.335 -0.323 -0.417
H -0.894419 -0.261900 5.213832 -0.681 -0.454 0.249
H 0.049309 1.407806 5.037482 -0.043 -0.134 -0.314
```
Forces are in eV/Å.

Energy relative to the best compared isomer or geometry (same formula, charge and spin), eV: 0.426
Charge: -2
Multiplicity: 2
HOMO (spin up / spin down), eV: -0.9 / -0.9
Strongest force on any atom, eV/A: 5.188
HOMO-LUMO gap (spin up / spin down), eV: 5.37 / 5.37

Atom charges from the Mulliken analysis, given in e for atoms 1 to 6: atom 1 (C): 0.7068, atom 2 (C): 0.7223, atom 3 (C): 0.5921, atom 4 (C): -1.6820, atom 5 (C): 1.2950, atom 6 (C): 0.0649


# 2
Here is a 2-piece molecular cluster, C11H19BFO overall from the OMol25 dataset. Energies are from ωB97M-V/def2-TZVPD.

```
33
Properties=species:S:1:pos:R:3:forces:R:3
C 4.932316 -1.853455 -1.772733 0.306 0.259 0.178
C 4.016123 -1.200524 -1.336850 -0.024 -0.259 0.023
C 2.894660 -0.442476 -0.823816 -0.142 0.119 -0.048
B 1.622523 -0.300301 -1.909567 0.188 -0.107 -0.368
C 1.068670 1.220184 -2.002054 -0.039 0.005 0.272
C 1.095791 2.158704 -1.048608 0.069 -0.314 -0.255
C 0.408689 -1.372302 -1.567310 -0.278 0.259 0.167
C -0.762761 -0.823069 -0.722605 -0.095 -0.339 -0.295
C -1.902002 -0.253790 -1.553551 0.351 0.442 -0.044
F -3.071380 -1.036847 -1.437551 -0.082 -0.061 -0.037
H 5.885618 -2.252234 -2.015808 -0.107 -0.208 -0.167
H 2.584304 -0.914208 0.115011 -0.095 0.060 0.081
H 3.287146 0.546446 -0.571439 -0.049 0.093 0.066
H 2.066418 -0.591723 -3.021582 0.037 0.038 0.010
H 0.581308 1.522301 -2.933072 -0.075 0.006 -0.053
H 1.562307 1.934340 -0.093434 -0.020 0.161 0.117
H 0.669460 3.148044 -1.176594 -0.004 0.093 0.053
H -0.018207 -1.751059 -2.501250 -0.049 -0.097 -0.054
H 0.790380 -2.256873 -1.047134 0.271 -0.031 -0.065
H -0.449557 -0.033106 -0.045397 0.221 -0.092 0.180
H -1.204047 -1.636507 -0.137755 -0.083 0.085 0.191
H -2.162793 0.758015 -1.244248 -0.144 -0.024 0.130
H -1.633116 -0.214492 -2.609805 -0.101 -0.163 -0.080
C -2.961767 -0.398116 2.649303 -0.013 0.030 -0.161
C -2.075380 0.824079 2.573632 -0.012 -0.152 -0.029
O -1.795379 1.328779 1.516993 -0.059 0.237 0.044
C -1.549197 1.372096 3.882269 0.064 0.108 -0.107
H -3.259881 -0.688379 1.643997 0.023 0.001 -0.008
H -2.420938 -1.223634 3.115488 -0.038 0.010 0.078
H -3.850692 -0.181179 3.245594 0.038 -0.046 0.084
H -0.956488 0.612337 4.394525 -0.068 -0.024 0.054
H -2.380015 1.661382 4.528814 0.007 -0.082 0.055
H -0.925366 2.240655 3.685006 0.002 -0.005 -0.012
```
Forces are in eV/Å.

Energy relative to the best compared isomer or geometry (same formula, charge and spin), eV: 0.000
Charge: -1
HOMO, eV: -4.5
Strongest force on any atom, eV/A: 0.566
HOMO-LUMO gap, eV: 7.31

Atom charges from the Mulliken analysis, given in e for atoms 1 to 6: atom 1 (C): -0.0286, atom 2 (C): -0.6124, atom 3 (C): -0.6953, atom 4 (B): 0.3124, atom 5 (C): -0.1865, atom 6 (C): -0.7881


# 3
Here is C11H19BiNO as an isolated structure from the OMol25 dataset. Energies are from ωB97M-V/def2-TZVPD.

```
33
Properties=species:S:1:pos:R:3:forces:R:3
C -0.864797 1.066775 -3.174081 1.323 0.988 0.145
C 0.550177 0.882322 -3.461935 -0.189 2.042 0.405
C 1.313546 1.678960 -2.502209 -1.447 1.589 -1.748
C 0.358799 2.365588 -1.636100 -0.096 0.411 -2.197
C -0.980839 1.991762 -2.061415 1.229 0.306 -0.836
Bi 0.217788 -0.063006 -1.140802 -3.112 -0.490 5.017
N -1.656384 -0.771754 -0.583424 -1.481 -0.687 -1.229
C -0.024208 -2.523478 -1.270936 0.272 -1.158 -0.768
C 1.005397 -2.003473 -2.090547 0.099 -3.124 -0.041
H 2.402622 1.701124 -2.407664 -0.495 -0.027 -0.017
H 0.975474 0.194871 -4.199984 -0.227 0.384 0.345
H 0.611591 3.029910 -0.803819 -0.162 -0.429 -0.355
H -1.917314 2.330193 -1.601125 0.595 -0.372 -0.196
H -1.696382 0.568792 -3.688444 0.516 0.250 0.441
H 0.879180 -1.953231 -3.176797 0.132 -0.007 0.521
H -0.944248 -2.900670 -1.719233 0.489 0.059 0.327
H -2.546418 -1.150467 -0.183078 1.471 -0.056 -0.721
H 1.999886 -1.789832 -1.661480 -0.494 -0.381 -0.469
H 0.162180 -2.734539 -0.214980 -0.163 -0.016 -0.442
C 1.266761 -0.732750 2.774030 -0.076 0.130 0.863
C 0.008689 0.004109 2.333043 0.581 0.318 -1.013
C -1.258103 -0.727197 2.769986 0.033 0.033 0.359
C -0.001334 1.463021 2.773427 0.045 -0.143 0.805
O 0.124312 0.069216 0.995554 1.127 0.441 -0.717
H 1.295428 -0.745418 3.853771 0.392 -0.295 0.696
H 2.152799 -0.223571 2.389654 -0.109 0.078 0.026
H 1.268847 -1.754354 2.391509 -0.138 0.005 -0.007
H -1.281452 -0.743136 3.857741 -0.200 -0.118 0.357
H -2.152058 -0.222336 2.403131 0.096 0.032 -0.111
H -1.269145 -1.753545 2.401813 0.068 0.045 -0.101
H 0.882320 1.977018 2.389869 0.014 -0.131 0.016
H -0.885495 1.974579 2.390804 -0.040 -0.140 -0.024
H 0.002377 1.494521 3.853729 -0.054 0.462 0.670
```
Forces are in eV/Å.

Energy relative to the best compared isomer or geometry (same formula, charge and spin), eV: 4.722
Charge: -1
HOMO (spin up / spin down), eV: -2.2 / -2.0
Strongest force on any atom, eV/A: 5.924
HOMO-LUMO gap (spin up / spin down), eV: 5.64 / 5.42

Atom charges from the Mulliken analysis, given in e for atoms 1 to 6: atom 1 (C): -0.3418, atom 2 (C): -0.7828, atom 3 (C): -0.5771, atom 4 (C): -0.6411, atom 5 (C): -0.4841, atom 6 (Bi): 1.6108


# 4
Here is a 3-piece molecular cluster, C11H19BrNO6 overall from the OMol25 dataset. Energies are from ωB97M-V/def2-TZVPD.

```
38
Properties=species:S:1:pos:R:3:forces:R:3
C -4.222015 -1.736243 -0.447667 -0.432 -0.280 -0.141
C -4.088766 -0.529071 -0.290792 0.271 0.111 -0.171
N -3.801974 0.740131 -0.179551 -0.342 0.085 0.308
C -4.918437 1.547394 -0.505480 -0.026 -0.766 0.061
Br -4.260172 3.342067 -1.017606 0.117 0.474 -0.263
C -5.982633 1.720944 0.596194 -0.098 0.115 0.220
C -7.364324 1.251495 0.141289 0.024 -0.036 0.143
H -4.599550 -2.726902 -0.543436 0.206 0.062 0.154
H -5.425557 1.175184 -1.408012 0.033 0.259 -0.098
H -6.048548 2.758746 0.930137 0.064 -0.049 -0.028
H -5.638394 1.129009 1.449555 -0.065 0.022 -0.077
H -7.360589 0.173484 -0.042336 -0.009 0.088 -0.073
H -7.670918 1.762613 -0.775309 0.030 -0.033 0.006
H -8.119805 1.465117 0.904693 0.045 -0.052 -0.036
C -0.989020 -0.227385 -0.658176 0.028 0.102 -0.044
O 0.038053 -0.944348 0.076413 0.060 0.024 0.030
C 0.919118 -1.587496 -0.654045 -0.029 -0.127 0.004
O 0.998047 -1.630347 -1.855948 -0.005 0.058 -0.033
O 1.771542 -2.223785 0.177446 0.041 -0.008 0.011
C 2.808169 -2.936978 -0.490655 0.023 -0.006 0.056
H -1.625615 0.252516 0.075864 0.070 -0.039 0.010
H -0.520422 0.515037 -1.301739 0.021 -0.009 -0.014
H -1.582056 -0.922331 -1.245436 0.007 -0.015 0.019
H 3.419694 -2.262604 -1.089452 -0.005 0.006 -0.019
H 2.394210 -3.710528 -1.135499 -0.007 0.009 -0.022
H 3.406578 -3.386579 0.297939 0.006 -0.005 -0.005
C 3.399687 0.491433 1.054708 -0.129 -0.001 0.002
O 4.518260 0.579132 0.156754 0.019 -0.008 -0.019
C 5.704102 0.584109 0.745230 0.015 0.017 -0.009
O 5.919645 0.528804 1.929073 -0.009 -0.009 0.029
O 6.645196 0.664151 -0.203079 -0.007 -0.007 -0.005
C 7.981252 0.680273 0.300005 0.016 0.003 -0.049
H 2.515925 0.493141 0.426084 0.015 0.012 -0.010
H 3.442680 -0.431785 1.626697 0.011 0.004 0.013
H 3.384988 1.345926 1.727673 0.047 0.002 0.013
H 8.194518 -0.231043 0.855795 -0.006 -0.003 0.017
H 8.138049 1.539962 0.948987 -0.007 0.001 0.017
H 8.619083 0.746756 -0.576318 0.007 0.000 0.004
```
Forces are in eV/Å.

Charge: -1
HOMO, eV: -3.0
Strongest force on any atom, eV/A: 0.769
HOMO-LUMO gap, eV: 5.27

Atom charges from the Mulliken analysis, given in e for atoms 1 to 6: atom 1 (C): -0.6135, atom 2 (C): -0.1901, atom 3 (N): -0.3749, atom 4 (C): -0.3314, atom 5 (Br): -0.3268, atom 6 (C): -0.5025